Below is a cluster of 2 separate species, C2H6NO3S in total at a distorted geometry, with properties calculated with ωB97M-V/def2-TZVPD.

Each line ends with the Mulliken charge.
CARTESIAN COORDINATES (ANGSTROEM)
C  0.18344  -0.55072  1.71045  -0.182
C  -0.76888  1.35338  -1.00857  0.165
N  -0.80900  0.67103  0.15383  -0.432
O  2.44967  -0.13331  0.24574  -0.436
O  1.06681  -2.11021  -0.22434  -0.470
O  -1.77779  1.31089  -1.74720  -0.444
S  1.78549  -1.18268  0.94303  0.682
H  0.16249  0.30350  2.34948  0.339
H  0.11427  2.00545  -1.26540  0.322
H  -1.75323  0.17755  0.27000  0.261
H  1.76640  -2.71817  -0.72136  0.390
H  -0.62375  -1.12476  1.88208  0.357
H  -1.79591  1.99806  -2.58775  0.449

Atomic forces in eV per Å
2.02 3.24 -3.65
3.29 -0.76 4.33
-1.10 -1.03 -0.68
0.34 1.22 -0.09
1.43 -1.11 -0.35
-2.61 2.37 -4.77
-0.95 -1.37 -0.15
0.92 0.55 0.51
-0.84 -0.96 0.35
1.62 1.05 -0.56
-1.80 1.85 1.73
-2.62 -2.62 0.24
0.30 -2.43 3.09

## Properties
Charge   +1
ΔE to the lowest compared entry with this formula, charge and spin   1.837 eV
M   124.1 g mol⁻¹
Energy   -758.0437 Ha